[1]
{
  "formula": "C2H2ClNS2",
  "method": "ωB97M-V with the def2-TZVPD basis set",
  "species": ["C", "C", "N", "S", "S", "Cl", "H", "H"],
  "xyz": [[1.120, 0.476, -0.266], [0.100, 0.098, 0.556], [-0.665, -0.125, -1.996], [0.732, 0.418, -1.922], [-1.332, -0.588, -0.076], [-2.179, -1.120, 1.934], [2.158, 0.786, 0.099], [0.066, 0.054, 1.671]],
  "atomic_forces_ev_per_a": [[1.425, 0.599, 1.104], [-0.359, -0.833, 0.720], [-1.174, -0.739, 1.347], [1.151, 0.379, -0.011], [-0.103, 0.554, -1.364], [0.252, 0.107, -0.026], [-1.762, -0.328, -0.639], [0.569, 0.261, -1.131]],
  "orbital_gap_ev": 7.838,
  "lumo_ev": -1.501,
  "homo_ev": -9.339,
  "multiplicity": 1
}

***

[2]
{
  "formula": "C29H73FN7O8S",
  "method": "ωB97M-V with the def2-TZVPD basis set",
  "species": ["C", "C", "C", "C", "C", "N", "S", "O", "O", "F", "C", "C", "C", "C", "N", "O", "H", "H", "H", "H", "H", "H", "H", "H", "H", "H", "H", "H", "H", "H", "H", "H", "H", "H", "C", "C", "C", "O", "C", "N", "H", "H", "H", "H", "H", "H", "H", "H", "H", "H", "H", "C", "C", "C", "O", "C", "N", "H", "H", "H", "H", "H", "H", "H", "H", "H", "H", "H", "C", "C", "C", "O", "C", "N", "H", "H", "H", "H", "H", "H", "H", "H", "H", "H", "H", "C", "C", "C", "O", "C", "N", "H", "H", "H", "H", "H", "H", "H", "H", "H", "H", "H", "C", "C", "C", "O", "C", "N", "H", "H", "H", "H", "H", "H", "H", "H", "H", "H", "H"],
  "xyz": [[3.165, -1.247, 0.650], [2.774, -1.280, -0.940], [3.984, -2.185, -1.665], [2.974, 0.236, -1.524], [1.690, 1.237, -1.327], [1.885, 2.368, -2.361], [1.590, 2.090, 0.336], [2.878, 2.903, 0.685], [0.416, 3.141, 0.296], [1.267, 1.070, 1.672], [0.362, 0.397, -1.773], [0.257, -1.133, -1.213], [-0.493, -1.165, 0.282], [-0.850, -1.889, -2.220], [1.495, -1.971, -1.296], [1.333, -3.158, -0.664], [4.145, -1.886, 0.835], [3.465, -0.131, 0.922], [2.328, -1.601, 1.384], [4.084, -3.244, -1.151], [4.984, -1.596, -1.470], [3.750, -2.275, -2.832], [3.969, 0.760, -1.125], [3.136, 0.132, -2.700], [1.892, 3.303, -1.855], [1.110, 2.370, -3.060], [0.389, 0.317, -2.964], [-0.649, 0.984, -1.538], [-0.846, -0.107, 0.639], [-1.481, -1.833, 0.228], [0.168, -1.648, 1.117], [-1.050, -3.010, -1.864], [-1.850, -1.275, -2.178], [-0.487, -1.856, -3.350], [-1.733, 1.827, 3.828], [-2.941, 1.122, 4.444], [-2.860, 0.970, 5.982], [-1.958, -0.044, 6.430], [-0.594, 0.341, 6.422], [-3.120, -0.181, 3.784], [-0.860, 1.176, 3.742], [-1.971, 2.173, 2.817], [-1.451, 2.706, 4.420], [-3.821, 1.740, 4.223], [-3.850, 0.662, 6.340], [-2.638, 1.928, 6.469], [-0.459, 1.397, 6.677], [-0.150, 0.123, 5.446], [-0.060, -0.263, 7.159], [-3.988, -0.600, 4.117], [-2.394, -0.807, 4.147], [3.041, 2.877, -8.144], [3.011, 1.524, -7.434], [1.584, 1.009, -7.129], [0.935, 1.669, -6.040], [0.382, 2.932, -6.366], [3.823, 1.611, -6.210], [2.856, 3.716, -7.469], [4.023, 3.045, -8.597], [2.296, 2.912, -8.949], [3.483, 0.798, -8.107], [1.664, -0.043, -6.830], [0.950, 1.029, -8.025], [-0.016, 2.961, -7.386], [1.132, 3.716, -6.226], [-0.435, 3.142, -5.671], [3.892, 0.680, -5.798], [3.280, 2.140, -5.522], [-1.582, -4.488, 3.862], [-1.019, -3.766, 5.086], [-0.512, -4.719, 6.195], [-1.546, -5.344, 6.958], [-2.155, -6.453, 6.321], [-2.036, -2.836, 5.600], [-2.590, -4.875, 4.024], [-1.639, -3.802, 3.011], [-0.934, -5.324, 3.569], [-0.159, -3.177, 4.744], [0.063, -4.120, 6.913], [0.180, -5.470, 5.794], [-1.444, -7.029, 5.720], [-2.993, -6.115, 5.703], [-2.568, -7.110, 7.090], [-1.621, -2.278, 6.346], [-2.744, -3.398, 6.084], [-5.884, -5.873, -2.620], [-4.751, -5.662, -3.624], [-3.579, -4.813, -3.076], [-3.851, -3.412, -2.990], [-4.620, -3.033, -1.862], [-5.308, -5.078, -4.855], [-6.532, -4.999, -2.521], [-6.520, -6.705, -2.937], [-5.485, -6.121, -1.629], [-4.349, -6.653, -3.868], [-2.741, -4.907, -3.777], [-3.222, -5.196, -2.112], [-4.388, -3.638, -0.979], [-5.687, -3.095, -2.098], [-4.403, -1.988, -1.630], [-4.572, -5.041, -5.560], [-5.505, -4.092, -4.660], [2.073, 6.134, 1.736], [3.205, 6.345, 0.732], [4.377, 7.194, 1.281], [4.105, 8.594, 1.367], [3.336, 8.973, 2.495], [2.649, 6.928, -0.498], [1.425, 7.008, 1.835], [1.436, 5.301, 1.419], [2.471, 5.885, 2.728], [3.607, 5.353, 0.488], [5.215, 7.100, 0.579], [4.734, 6.810, 2.244], [3.568, 8.368, 3.377], [2.269, 8.911, 2.259], [3.553, 10.019, 2.726], [3.384, 6.965, -1.204], [2.451, 7.915, -0.304]],
  "atomic_forces_ev_per_a": [[0.529, 0.496, 0.531], [3.421, -0.356, 0.123], [-0.255, 0.557, 0.145], [0.021, -0.144, -0.701], [0.188, -1.886, -3.348], [-0.594, 0.491, 2.154], [-0.579, 8.301, 3.165], [-3.915, -4.434, -1.501], [3.648, -5.141, -0.127], [0.649, 1.266, -2.781], [-0.329, -0.312, -0.383], [-3.514, -0.199, -0.498], [-0.455, -0.435, 0.392], [0.025, 0.351, -0.108], [-0.564, -0.285, 3.065], [0.644, 2.753, -1.946], [-2.216, 1.210, -0.389], [-0.705, -2.389, -0.376], [1.583, 0.636, -1.567], [-0.446, 2.222, -1.180], [-1.894, -1.203, -0.593], [0.646, 0.109, 2.607], [-2.273, -1.364, -0.645], [-0.673, 0.508, 2.478], [-0.029, -1.383, -1.066], [0.586, -0.045, 1.125], [0.329, 0.332, 2.513], [2.330, -1.304, -0.238], [0.831, -1.940, -0.772], [2.277, 1.441, -0.036], [-1.136, 1.024, -1.698], [0.568, 2.641, -0.809], [1.870, -1.282, 0.014], [-0.609, -0.224, 2.413], [-0.018, 0.315, -0.086], [0.366, -0.332, 0.055], [-0.257, -0.188, -0.152], [-0.101, 0.745, 0.141], [0.001, -0.317, -0.113], [-0.022, 0.076, 0.300], [-0.121, -0.001, 0.066], [0.021, -0.100, 0.127], [0.007, -0.128, -0.095], [0.012, -0.081, 0.151], [0.177, -0.090, -0.025], [0.161, 0.014, -0.051], [-0.027, -0.034, -0.092], [0.113, 0.224, 0.033], [-0.142, 0.018, 0.065], [0.163, 0.028, -0.128], [-0.265, 0.030, -0.110], [0.056, 0.053, -0.330], [-0.222, 0.300, 0.306], [0.245, -0.185, 0.134], [0.004, -0.203, -0.410], [0.082, 0.149, 0.321], [-0.353, -0.214, 0.134], [-0.015, -0.157, -0.003], [-0.118, -0.056, 0.133], [0.095, 0.022, 0.133], [-0.122, -0.035, 0.131], [-0.033, 0.163, 0.084], [-0.007, 0.172, 0.013], [0.103, -0.012, 0.031], [-0.123, 0.075, -0.213], [0.015, -0.160, -0.032], [0.127, 0.135, -0.100], [0.246, -0.050, -0.192], [0.188, -0.059, -0.302], [-0.455, -0.339, 0.197], [-0.048, 0.269, 0.118], [0.466, -0.003, -0.333], [-0.295, 0.110, 0.182], [0.301, -0.349, 0.267], [0.119, 0.053, 0.094], [-0.013, -0.032, 0.146], [-0.123, 0.099, 0.031], [-0.003, -0.040, 0.156], [-0.176, -0.081, -0.004], [-0.118, -0.082, -0.090], [-0.020, 0.098, -0.036], [0.099, -0.188, -0.144], [0.135, 0.110, 0.046], [-0.224, 0.105, -0.264], [0.143, 0.152, -0.237], [-0.061, -0.285, 0.180], [-0.146, 0.449, 0.117], [0.013, 0.009, -0.302], [0.153, -0.498, 0.183], [-0.130, 0.247, -0.209], [0.338, 0.218, 0.033], [0.146, -0.038, -0.055], [0.100, 0.147, -0.026], [-0.074, 0.067, -0.132], [0.082, 0.157, -0.016], [-0.122, 0.133, 0.044], [-0.139, 0.040, 0.087], [-0.041, -0.045, -0.073], [0.011, -0.074, 0.245], [0.120, -0.079, -0.073], [-0.179, -0.097, 0.050], [-0.042, -0.328, -0.039], [-0.103, -0.314, 0.136], [-0.116, 0.368, 0.198], [-0.023, -0.031, -0.342], [0.160, -0.435, 0.229], [-0.131, 0.255, -0.236], [0.320, 0.229, -0.035], [0.148, 0.005, -0.050], [0.139, 0.137, -0.022], [-0.060, 0.057, -0.131], [0.037, 0.153, 0.014], [-0.119, 0.142, 0.044], [-0.152, 0.036, 0.076], [-0.051, -0.056, -0.083], [0.011, -0.090, 0.250], [0.129, -0.084, -0.089], [-0.153, -0.079, 0.062], [-0.049, -0.327, -0.049]],
  "orbital_gap_ev": [8.248, 8.160],
  "s_squared": 0.7545,
  "lumo_ev": [-0.565, -0.654],
  "homo_ev": [-8.813, -8.814],
  "multiplicity": 2
}

***

[3]
{
  "formula": "C22H29N3O2S3SbV",
  "method": "ωB97M-V with the def2-TZVPD basis set",
  "species": ["V", "S", "Sb", "S", "S", "C", "C", "C", "C", "C", "C", "C", "C", "N", "C", "C", "C", "C", "N", "C", "C", "C", "C", "C", "C", "C", "C", "H", "H", "H", "H", "H", "H", "H", "H", "H", "H", "H", "H", "H", "H", "H", "H", "H", "H", "H", "H", "H", "H", "H", "H", "N", "C", "C", "O", "O", "H", "H", "H", "H", "H"],
  "xyz": [[1.014, -0.359, -0.132], [2.878, -1.715, 2.279], [4.142, -1.675, 0.191], [3.217, -0.057, -1.169], [0.817, -1.506, 1.976], [-1.072, -1.297, -3.046], [-1.854, -1.887, -1.906], [-2.610, -3.044, -2.074], [-3.376, -3.555, -1.032], [-3.397, -2.906, 0.193], [-2.645, -1.751, 0.407], [-2.705, -1.045, 1.735], [-1.871, -1.267, -0.653], [-1.003, -0.151, -0.428], [-1.488, 1.050, -0.313], [-2.913, 1.425, -0.557], [-0.506, 2.083, 0.060], [-0.938, 3.505, 0.207], [0.695, 1.646, 0.260], [1.750, 2.575, 0.581], [2.315, 3.325, -0.451], [1.779, 3.268, -1.857], [3.377, 4.164, -0.139], [3.849, 4.259, 1.160], [3.255, 3.520, 2.168], [2.194, 2.661, 1.899], [1.564, 1.860, 3.005], [-1.164, -1.915, -3.937], [-0.013, -1.206, -2.805], [-1.442, -0.299, -3.291], [-2.613, -3.534, -3.040], [-3.971, -4.446, -1.185], [-4.011, -3.289, 0.999], [-3.023, -1.730, 2.520], [-3.433, -0.230, 1.704], [-1.745, -0.618, 2.023], [-3.524, 0.558, -0.792], [-2.969, 2.127, -1.393], [-3.336, 1.934, 0.311], [-1.720, 3.587, 0.964], [-1.358, 3.875, -0.730], [-0.105, 4.140, 0.496], [1.523, 2.252, -2.159], [2.518, 3.647, -2.560], [0.881, 3.883, -1.962], [3.835, 4.748, -0.928], [4.677, 4.918, 1.388], [3.613, 3.605, 3.186], [1.799, 2.303, 3.972], [1.936, 0.834, 3.007], [0.479, 1.806, 2.910], [-0.358, -4.125, 0.304], [0.970, -4.587, -0.183], [1.722, -3.328, -0.596], [2.979, -3.380, -0.463], [1.030, -2.379, -0.990], [-0.928, -4.876, 0.685], [-0.876, -3.665, -0.454], [-0.182, -3.380, 1.030], [0.840, -5.268, -1.022], [1.498, -5.086, 0.625]],
  "atomic_forces_ev_per_a": [[0.419, -0.325, -0.191], [0.031, -0.031, -0.023], [-0.013, 0.083, 0.005], [-0.003, 0.040, 0.043], [-0.113, -0.168, 0.069], [-0.019, 0.013, 0.003], [0.027, 0.029, -0.029], [-0.011, -0.025, -0.020], [-0.024, 0.006, 0.012], [0.011, -0.017, -0.002], [0.005, 0.001, 0.022], [-0.001, -0.008, -0.002], [0.046, 0.016, 0.024], [-0.353, 0.170, -0.003], [0.027, -0.090, -0.068], [-0.007, 0.012, 0.021], [0.083, 0.005, 0.038], [-0.044, -0.001, -0.029], [-0.123, 0.271, 0.032], [-0.032, -0.034, -0.012], [-0.021, 0.039, -0.016], [0.032, -0.010, 0.005], [0.020, -0.003, 0.004], [-0.004, -0.002, -0.007], [0.000, 0.002, -0.003], [0.024, -0.036, 0.024], [-0.001, 0.025, -0.010], [-0.006, 0.001, 0.000], [-0.004, -0.002, -0.003], [0.001, -0.003, 0.001], [-0.004, 0.004, 0.002], [0.000, 0.003, 0.000], [0.004, 0.001, -0.005], [0.001, 0.001, -0.006], [0.006, -0.004, -0.001], [0.012, -0.009, 0.000], [0.002, 0.002, -0.007], [0.000, 0.007, 0.010], [0.002, -0.004, 0.000], [0.000, -0.011, -0.001], [-0.007, 0.005, 0.012], [-0.004, -0.002, 0.004], [0.012, -0.043, -0.004], [-0.006, 0.008, 0.005], [0.012, -0.015, -0.007], [0.001, -0.004, 0.005], [-0.002, -0.003, -0.003], [-0.006, 0.003, -0.004], [0.005, 0.001, 0.000], [-0.002, 0.031, 0.007], [0.000, 0.005, 0.000], [0.102, 0.148, 0.149], [0.020, 0.019, 0.001], [0.048, -0.025, -0.073], [-0.069, -0.061, -0.001], [0.002, 0.061, 0.097], [-0.010, -0.010, 0.035], [-0.056, 0.035, -0.051], [-0.011, -0.090, -0.048], [0.012, -0.002, -0.006], [-0.011, -0.009, 0.005]],
  "total_charge": 1,
  "orbital_gap_ev": [6.771, 7.041],
  "s_squared": 3.7751,
  "lumo_ev": [-3.361, -3.591],
  "homo_ev": [-10.132, -10.632],
  "multiplicity": 4
}

***

[4]
{
  "formula": "C6H11OP",
  "method": "ωB97M-V with the def2-TZVPD basis set",
  "species": ["C", "C", "C", "C", "C", "C", "O", "P", "H", "H", "H", "H", "H", "H", "H", "H", "H", "H", "H"],
  "xyz": [[-1.947, 1.779, 0.073], [-2.254, -1.843, 0.447], [-2.383, 0.575, 0.336], [-1.696, -0.714, 0.061], [3.615, -0.146, 0.003], [-0.143, -0.568, -0.541], [2.286, 0.316, -0.060], [1.011, -0.246, 0.866], [-2.682, 2.649, 0.031], [-0.923, 2.089, -0.170], [-1.874, -2.847, 0.191], [-3.124, -1.533, 1.114], [-3.452, 0.425, 0.385], [3.738, -0.310, -1.019], [3.613, -1.115, 0.573], [4.460, 0.567, 0.372], [0.260, -1.427, -1.035], [-0.317, 0.178, -1.313], [0.588, 0.996, 1.558]],
  "atomic_forces_ev_per_a": [[-0.305, 3.060, -0.371], [-1.156, 0.344, 0.866], [-0.206, -1.618, -1.350], [3.978, 0.888, -0.310], [0.387, -0.442, 1.674], [-3.545, 0.930, 1.053], [-1.152, 1.301, 0.941], [0.900, 0.248, 0.176], [1.007, -1.267, 0.330], [-0.359, -0.526, 0.165], [-0.444, 0.659, 0.616], [0.596, -1.814, -1.033], [-0.266, 0.159, 0.609], [1.366, -0.729, -1.618], [0.485, 0.825, -0.426], [-1.925, -0.883, -0.259], [-0.108, -0.848, -0.039], [0.752, 0.468, 0.076], [-0.004, -0.755, -1.098]],
  "orbital_gap_ev": 9.650,
  "lumo_ev": 0.935,
  "homo_ev": -8.715,
  "multiplicity": 1,
  "smiles": "C=CC(=C)CPOC"
}